Entry 1:
Here is C27H33BiClN2O5 as an isolated structure from OMol25. Energies are from ωB97M-V/def2-TZVPD.

Positions of all 69 atoms, in Å:
Bi  -0.1055  -0.2251  -0.4168
Cl  2.1956  -0.2954  -1.4225
O  -1.8770  1.6149  2.4813
O  -1.2375  -0.5572  2.7359
O  -0.0618  -4.5500  -1.4079
O  -1.1365  2.8407  4.6945
O  -0.2336  4.1088  -1.3647
N  0.3295  -2.6185  -0.3491
N  0.3537  2.2311  -0.2784
C  -0.5097  -1.3555  -4.5571
C  -1.1022  1.5801  6.7223
C  -0.4720  -0.1970  -2.5167
C  -1.1923  -2.5899  -2.3324
C  -1.3011  1.6686  5.3466
C  -0.5435  -2.6271  -5.3518
C  2.5305  3.0648  -0.9710
C  -1.8225  -0.7551  6.6679
C  -1.3634  2.0892  -2.0898
C  1.0007  -3.5233  1.8732
C  -1.7168  0.5097  4.6249
C  1.4151  3.2309  0.0632
C  -0.2657  -3.2395  -1.3428
C  -1.6426  0.6263  3.1988
C  -0.4357  -0.0808  -5.1393
C  2.6859  -3.3675  0.0333
C  -0.6370  -1.4144  -3.1572
C  0.6539  4.5243  -0.2410
C  -0.7662  2.4636  -5.1040
C  0.7431  -4.9289  -0.2471
C  1.2122  -3.6048  0.3613
C  -0.3893  2.8022  -1.2205
C  1.9453  3.1970  1.5057
C  -1.9889  -0.7034  5.2830
C  -1.3698  0.3708  7.3595
C  -0.6308  1.1279  -4.4453
C  -0.7595  1.0445  -3.0484
H  -1.2172  0.3231  8.4297
H  2.8129  -3.1903  -1.0419
H  1.5356  -2.6675  2.3082
H  -2.0341  -1.6914  7.1978
H  1.3921  -4.4352  2.3430
H  -1.4576  2.6715  3.7487
H  -1.5572  -3.0520  -5.3399
H  0.0116  4.8261  0.5962
H  -2.0660  1.5528  -1.4004
H  3.2609  -4.2633  0.3128
H  2.5083  4.1272  1.7095
H  2.7657  1.9991  -1.0894
H  0.1294  -3.3887  -4.9420
H  -1.6326  -3.3800  -2.9641
H  3.4291  3.6204  -0.6848
H  -0.3150  -0.0240  -6.2123
H  -2.0428  -2.1875  -1.7240
H  2.1751  3.4445  -1.9432
H  -0.0485  3.1967  -4.7156
H  3.0880  -2.5149  0.5955
H  -2.3659  -1.5471  4.6923
H  1.1269  3.1595  2.2351
H  -0.2616  -2.4584  -6.3994
H  -0.6211  2.4015  -6.1878
H  -1.1033  -0.3851  1.7782
H  -1.7679  2.8713  -4.9186
H  -0.7514  2.4719  7.2298
H  1.5514  -5.5733  -0.6101
H  -1.9930  2.8344  -2.6042
H  -0.0684  -3.4506  2.1004
H  2.6397  2.3688  1.6872
H  1.2601  5.3750  -0.5819
H  0.1127  -5.4966  0.4475

The relative energy (zero: lowest compared OMol25 entry of this formula, charge and spin) comes out at 16.0 kcal per mole. The HOMO energy is -0.514 eV. The value obtained for the gap between HOMO and LUMO is 3.17 eV. The value obtained for the molar mass is 710.00 g mol⁻¹. As for the spin multiplicity: 1. As for the total energy: -2209.12649 Eh. The total charge is -1. Its LUMO energy is 2.65 eV. The calculation puts the largest force on an atom at 4.14 eV/A.

Entry 2:
Here is C21H38F12KN2O12S4 as an isolated structure from OMol25. Energies are from ωB97M-V/def2-TZVPD.

Positions of all 90 atoms, in Å:
K  10.7438  -5.0183  -17.4483
S  12.8426  -4.1665  -20.4592
S  8.9949  -8.0353  -16.0906
S  8.4657  -1.9449  -17.4122
S  13.1090  -4.3811  -14.3045
F  14.4297  -4.7273  -22.4849
F  13.8229  -6.4446  -21.3034
F  8.8424  0.0111  -19.1375
F  13.5215  -4.6144  -11.7203
F  12.2434  -2.9542  -12.2003
F  8.5604  -8.9342  -13.6213
F  7.8174  -1.6984  -19.9635
F  11.4905  -4.9535  -12.3368
F  12.4072  -5.5114  -22.6545
F  10.0462  -10.0273  -14.7165
F  9.9418  -1.7905  -19.6138
F  10.4915  -8.0392  -13.9055
O  13.9707  -4.0648  -19.5400
O  10.2324  -7.6874  -16.7834
O  7.0724  -1.6667  -17.2330
O  8.1874  -6.9150  -15.6771
O  8.8377  -3.3496  -17.4461
O  9.3833  -1.1235  -16.6371
O  11.8733  -4.2823  -15.0576
O  12.5751  -2.9121  -21.0956
O  14.0355  -3.2576  -14.4852
O  11.7084  -4.8461  -19.8935
O  13.7373  -5.6796  -14.2826
O  8.2675  -9.1102  -16.7303
N  13.1922  0.7802  -14.9238
N  16.9846  -5.6697  -16.9812
C  14.9730  -7.1654  -17.5171
C  12.4941  3.0238  -14.3726
C  15.5439  -6.0189  -16.7131
C  12.1924  -0.9204  -16.3891
C  8.7992  -1.3475  -19.1282
C  17.2781  -4.5285  -16.0402
C  17.9086  -6.7786  -16.7252
C  12.3606  -1.7149  -17.6820
C  12.8668  0.0821  -13.6927
C  12.1186  1.7832  -15.1931
C  13.9128  2.7882  -13.8507
C  13.6398  -7.5569  -16.8538
C  18.5721  -4.9517  -18.8265
C  17.1440  -5.1544  -18.3670
C  13.4122  -5.2651  -21.8106
C  19.4925  -6.1277  -18.5106
C  14.4059  1.6503  -14.7311
C  9.5717  -8.8074  -14.5117
C  13.4282  -0.1707  -16.0415
C  19.3641  -6.4606  -17.0388
C  12.5515  -4.2137  -12.5501
H  13.2371  -2.3614  -17.7154
H  14.7986  -6.8951  -18.5561
H  12.4425  3.9080  -15.0148
H  11.9786  -0.5118  -13.8739
H  17.5861  -7.5574  -17.4277
H  15.5155  -6.2462  -15.6517
H  13.8418  0.4145  -16.8687
H  19.9751  -7.3074  -16.7374
H  13.1705  -8.3656  -17.4118
H  15.6171  -8.0547  -17.4752
H  17.7607  -7.2042  -15.7337
H  18.9936  -4.0273  -18.4189
H  11.3256  -0.2719  -16.4804
H  18.5375  -4.8496  -19.9119
H  19.0965  -6.9888  -19.0632
H  12.9957  -6.6698  -16.8518
H  12.0078  1.9476  -16.2627
H  16.4556  -3.8277  -16.1321
H  12.0093  -1.6796  -15.6249
H  17.2891  -4.9493  -15.0388
H  16.5468  -4.2625  -18.4948
H  14.5553  3.6676  -13.8868
H  11.7832  3.2790  -13.5872
H  15.1707  1.0130  -14.2912
H  11.1626  1.3586  -14.8940
H  18.2260  -4.0876  -16.3126
H  13.6073  -7.8535  -15.8064
H  13.9375  2.5065  -12.7972
H  13.6425  -0.6729  -13.5390
H  20.5289  -5.9375  -18.7705
H  14.2212  -0.8457  -15.7162
H  14.9983  -5.1099  -16.9630
H  19.6413  -5.5574  -16.4857
H  11.4695  -2.3154  -17.8130
H  16.7080  -5.9299  -18.9975
H  14.7112  2.0151  -15.7092
H  12.8524  0.7123  -12.8157
H  12.3802  -1.0171  -18.5245

The relative energy (zero: lowest compared OMol25 entry of this formula, charge and spin) comes out at 0.0 kcal per mole. The HOMO energy is -5.858 eV. The value obtained for the gap between HOMO and LUMO is 7.03 eV. The value obtained for the molar mass is 905.88 g mol⁻¹. As for the spin multiplicity: 1. As for the total energy: -5226.65028 Eh. The total charge is -1. Its LUMO energy is 1.17 eV. The calculation puts the largest force on an atom at 2.14 eV/A.

Entry 3:
Here is C23H22IrN8O2S as an isolated structure from OMol25. Energies are from ωB97M-V/def2-TZVPD.

Positions of all 57 atoms, in Å:
Ir  1.1301  0.0704  -0.3759
S  0.1420  -0.2612  1.7649
O  -1.7226  6.9011  -3.0492
O  -3.1691  5.4734  -4.1576
N  -1.7683  -1.9635  2.4364
N  1.9038  1.9287  0.7299
N  0.2696  -2.9752  2.0551
N  -0.8031  -0.7490  -1.3583
N  6.1519  -3.0602  -3.4220
N  -0.0262  1.7904  -1.0953
N  4.4189  -1.5567  -2.5333
N  2.6048  -0.8824  -1.1028
C  1.5003  3.1011  0.2181
C  -2.4536  6.2023  -3.6124
C  -1.1141  1.5730  -1.8533
C  0.0381  -4.0892  2.9871
C  -1.8691  2.6384  -2.3333
C  -2.0890  -2.5007  -2.3261
C  2.0932  4.2934  0.5934
C  -2.7773  -1.5782  -3.0958
C  -1.0994  -2.0420  -1.4741
C  3.5175  -1.2470  -1.8097
C  5.3372  -2.3694  -2.9926
C  -1.4760  0.1513  -2.0880
C  -2.5844  -3.1623  2.2150
C  2.8807  1.8983  1.6330
C  1.5621  -3.0694  1.3865
C  -2.4684  -0.2316  -2.9760
C  -0.3430  4.1454  -1.1669
C  -1.4154  3.8703  -1.9623
C  -0.4920  -1.8782  2.0665
C  0.3557  3.0254  -0.7250
C  -2.5414  -0.7850  2.8370
C  3.1152  4.2647  1.5331
C  3.5109  3.0520  2.0689
H  -1.9103  -0.0628  3.3445
H  -2.9864  0.4989  -3.5792
H  -0.0707  5.1541  -0.8921
H  -3.4999  -2.8440  1.7169
H  3.1543  0.9216  2.0106
H  -3.3160  -1.1157  3.5253
H  -2.7520  2.5082  -2.9421
H  4.2961  2.9895  2.8081
H  2.3695  -2.7590  2.0527
H  3.5928  5.1842  1.8423
H  -2.0632  -3.8631  1.5705
H  -2.2984  -3.5588  -2.3903
H  1.5858  -2.4641  0.4893
H  -0.5162  -2.7250  -0.8680
H  -0.2365  -5.0015  2.4594
H  -0.7290  -3.8318  3.7076
H  -3.5446  -1.9001  -3.7864
H  1.7188  -4.1101  1.1072
H  -3.0106  -0.3169  1.9701
H  0.9690  -4.2625  3.5267
H  1.7802  5.2322  0.1616
H  -2.8521  -3.6516  3.1504

The relative energy (zero: lowest compared OMol25 entry of this formula, charge and spin) comes out at 6.0 kcal per mole. The HOMO energy (spin up / spin down) is -13.939 / -14.804 eV. The value obtained for the gap between HOMO and LUMO (spin up / spin down) is 7.53 / 7.03 eV. The value obtained for the molar mass is 666.77 g mol⁻¹. As for the spin multiplicity: 6. As for the total energy: -1980.03841 Eh. The total charge is +2. Its LUMO energy (spin up / spin down) is -6.41 / -7.77 eV. Its expectation value of S² is 8.788. The calculation puts the largest force on an atom at 0.70 eV/A.

Entry 4:
Here is a 2-piece molecular cluster, C7H16N2O4S overall from OMol25. Energies are from ωB97M-V/def2-TZVPD.

Positions of all 30 atoms, in Å:
S  -2.1360  -0.4828  0.0200
O  -2.9198  -1.4880  -1.0517
O  0.3275  -1.9967  0.0397
O  -1.2725  0.3060  -0.8593
O  0.5003  -0.1739  1.3667
N  -3.4391  0.5079  0.5130
N  2.6935  -1.7797  -0.7030
C  2.3832  -0.8794  0.1053
C  4.6458  0.1150  0.3644
C  0.9775  -0.9769  0.6338
C  -4.2863  -0.2193  1.4784
C  2.5181  1.5180  -0.5103
C  -3.9933  1.1654  -0.6747
C  3.0903  0.3975  0.3858
H  -2.4992  -1.4693  -1.8350
H  0.8804  -2.2350  -0.7407
H  -4.5194  2.1914  -0.3144
H  -4.6362  -1.2051  1.0433
H  3.6100  -1.7688  -1.1236
H  4.9459  -0.6706  0.9295
H  -3.0325  1.4297  -1.1348
H  2.7366  0.5582  1.4680
H  -3.9913  -0.2740  2.5408
H  -5.2060  0.4973  1.5915
H  5.2953  1.0089  0.6512
H  2.6807  1.1986  -1.6515
H  -4.7651  0.6398  -1.1663
H  2.9449  2.4023  -0.4063
H  5.0703  -0.0294  -0.5662
H  1.3965  1.7129  -0.3935

The relative energy (zero: lowest compared OMol25 entry of this formula, charge and spin) comes out at 34.1 kcal per mole. The HOMO energy is -9.336 eV. The value obtained for the gap between HOMO and LUMO is 9.74 eV. The value obtained for the molar mass is 224.28 g mol⁻¹. As for the spin multiplicity: 1. As for the total energy: -1084.88250 Eh. Its LUMO energy is 0.41 eV. The calculation puts the largest force on an atom at 6.03 eV/A.

Entry 5:
Here is C30H40BrIrN4O4S as an isolated structure from OMol25. Energies are from ωB97M-V/def2-TZVPD.

Positions of all 81 atoms, in Å:
Ir  -0.9977  0.8739  0.7030
Br  1.8795  -0.3621  1.5935
S  -5.1375  -0.6165  1.3829
O  -0.0649  -0.5417  -0.6835
O  -2.6052  2.1822  0.4039
O  -0.4954  3.6652  1.2423
O  -0.0515  2.2292  -0.9178
N  -4.1032  3.7501  0.9651
N  -2.4134  -0.4913  0.8540
N  1.4696  3.6395  -1.7898
N  -0.1145  1.2682  8.0148
C  1.4737  -3.6006  -1.6887
C  3.1687  -5.1082  -0.4931
C  0.5976  3.2864  -0.8497
C  -0.2128  -2.2372  -3.0080
C  0.7218  -1.5175  -0.7112
C  0.6868  -2.4824  -1.8034
C  2.3355  4.8092  -1.6790
C  -1.6906  -2.3082  -2.5758
C  4.6430  -4.7624  -0.2193
C  3.0959  -5.9738  -1.7520
C  0.1223  1.8545  3.2352
C  0.0868  -0.8507  -3.6120
C  -0.4979  1.1674  5.4536
C  -0.2894  1.2214  6.8800
C  1.7589  2.7183  -2.8872
C  -0.8591  1.0275  2.6866
C  0.3012  1.9290  4.6081
C  2.4749  -2.8422  0.3898
C  0.0193  -3.2797  -4.1047
C  -1.6650  0.2777  3.5435
C  2.6018  -5.9078  0.6960
C  -1.7602  4.2345  1.4154
C  1.6977  -1.7353  0.3345
C  2.3539  -3.8346  -0.6136
C  -1.4829  0.3462  4.9178
C  -3.5814  -0.5015  1.0534
C  0.4069  4.2256  0.3345
C  -2.8595  3.3110  0.8995
C  -4.4920  5.0138  1.5831
C  -5.2179  2.9062  0.5256
H  3.7355  -6.8465  -1.6198
H  1.9063  3.2890  -3.8018
H  -5.2514  5.4883  0.9647
H  3.1825  -2.9563  1.1987
H  1.5771  -6.2264  0.4968
H  1.3654  4.3338  0.8507
H  1.0654  -3.3135  -4.4178
H  -0.1946  -0.0508  -2.9306
H  2.6033  -5.3170  1.6135
H  5.2409  -5.6732  -0.2584
H  3.2771  4.5554  -1.1874
H  -4.9153  4.8325  2.5720
H  -5.7780  2.5499  1.3892
H  2.5605  5.1721  -2.6789
H  1.1477  -0.7549  -3.8585
H  4.7864  -4.3185  0.7663
H  1.0616  2.5760  5.0260
H  -4.8437  2.0511  -0.0218
H  -1.8240  5.1984  0.9053
H  -0.4877  -0.7322  -4.5319
H  3.4486  -5.4341  -2.6337
H  -0.5809  -3.0129  -4.9746
H  5.0299  -4.0704  -0.9702
H  -5.8746  3.4943  -0.1146
H  -2.4307  -0.3705  3.1542
H  2.6628  2.1435  -2.6752
H  0.0933  5.2148  -0.0080
H  -2.1051  -0.2429  5.5784
H  1.4216  -4.3436  -2.4680
H  -3.6564  5.6979  1.6810
H  -1.9163  -1.5994  -1.7816
H  2.0840  -6.3368  -1.9408
H  -1.9400  -3.3117  -2.2265
H  -1.9114  4.3964  2.4854
H  1.8565  5.6151  -1.1308
H  -2.3240  -2.0773  -3.4344
H  0.7700  2.4392  2.6002
H  3.2125  -6.7970  0.8619
H  0.9280  2.0344  -3.0172
H  -0.2864  -4.2792  -3.7889

The relative energy (zero: lowest compared OMol25 entry of this formula, charge and spin) comes out at 55.9 kcal per mole. The HOMO energy (spin up / spin down) is -10.300 / -10.297 eV. The value obtained for the gap between HOMO and LUMO (spin up / spin down) is 7.35 / 5.31 eV. The value obtained for the molar mass is 824.86 g mol⁻¹. As for the spin multiplicity: 2. As for the total energy: -4763.38515 Eh. The total charge is +1. Its LUMO energy (spin up / spin down) is -2.95 / -4.99 eV. Its expectation value of S² is 0.779. The calculation puts the largest force on an atom at 2.36 eV/A.

Entry 6:
Here is an isolated ion of composition C9H19N2 and charge +1 from OMol25. Energies are from ωB97M-V/def2-TZVPD.

Positions of all 30 atoms, in Å:
N  -0.1908  -1.7522  -1.1888
N  0.4525  0.3121  -0.4315
C  0.1274  2.7409  -0.1786
C  -1.6968  1.2194  0.5897
C  0.3537  -1.1134  -0.0100
C  1.6603  -1.6339  0.4284
C  -0.2052  1.3781  0.4606
C  -0.5938  -0.7946  -2.0475
C  0.4443  1.1523  1.8122
C  -0.1045  -3.1618  -1.5138
C  -0.2615  0.4364  -1.6733
H  1.0919  2.7175  -0.6848
H  0.3652  2.1017  2.3895
H  -2.1917  2.1860  0.8706
H  -0.5050  -1.2765  0.8211
H  -1.2365  -1.0286  -2.8049
H  -2.0388  0.4743  1.3253
H  -0.6095  3.0950  -0.9125
H  -2.0218  1.0367  -0.3687
H  1.2177  0.9568  -0.5514
H  0.0429  0.2197  2.2095
H  -0.6552  -3.8510  -0.8877
H  1.6996  -2.7131  0.6573
H  2.2198  -1.1314  1.2508
H  2.2622  -1.5882  -0.4749
H  1.5779  1.0241  1.7234
H  -0.3565  -3.1987  -2.5504
H  0.2267  3.3564  0.6924
H  -0.0599  1.3706  -2.2535
H  0.9594  -3.3644  -1.3186

The relative energy (zero: lowest compared OMol25 entry of this formula, charge and spin) comes out at 77.1 kcal per mole. The HOMO energy is -11.925 eV. The value obtained for the gap between HOMO and LUMO is 9.52 eV. The value obtained for the molar mass is 155.27 g mol⁻¹. As for the spin multiplicity: 1. As for the total energy: -463.50091 Eh. The total charge is +1. Its LUMO energy is -2.40 eV. The calculation puts the largest force on an atom at 3.52 eV/A.